## one
Density functional theory data (ωB97M-V/def2-TZVPD) for C6H7NS in the gas phase.

As for the highest occupied orbital energy (spin up / spin down): -7.5 / -7.5 eV. The SMILES is C[C@@H]1Cc2scnc21. The calculation puts the lowest unoccupied orbital energy (spin up / spin down) at 0.78 / 0.78 eV. For the gap between HOMO and LUMO (spin up / spin down), the calculation gives 0.30421 / 0.30425 hartree.

The geometry in ORCA input format:
```
! RIJCOSX wB97M-V def2-TZVPD def2/J DEFGRID3
* xyz 0 1
S 3.35265 0.66711 -0.19927
N 2.08601 -1.60045 0.22811
C 0.36806 1.33027 0.38139
C 1.79409 0.94851 0.12124
C 3.26242 -1.11286 -0.05712
C -0.19250 -0.11188 0.55924
C 1.13181 -0.78855 0.37686
C -1.22100 -0.48353 -0.50434
H -1.47012 -1.54116 -0.44813
H -0.09022 1.86353 -0.45689
H 4.15050 -1.70078 -0.15212
H -2.12757 0.10106 -0.37146
H -0.60354 -0.28948 1.56047
H -0.80986 -0.27583 -1.48913
H 0.26371 1.95516 1.27349
*
```



## two
Density functional theory data (ωB97M-V/def2-TZVPD) for C6H7NS in the gas phase.

As for the highest occupied orbital energy: -8.7 eV. The SMILES is C#CCN(C=C)C=S. The calculation puts the lowest unoccupied orbital energy at 0.24 eV. For the gap between HOMO and LUMO, the calculation gives 0.32673 hartree.

The geometry in ORCA input format:
```
! RIJCOSX wB97M-V def2-TZVPD def2/J DEFGRID3
* xyz 0 1
S -2.24571 -0.60414 -2.47154
N -0.71775 0.03546 -0.28388
C -1.56631 0.37790 -1.33781
C 0.38914 -1.75251 0.88597
C 1.23771 1.25330 0.33203
C -0.47266 -1.33528 -0.02457
C 2.39159 1.27663 -0.03856
C -0.15958 1.04708 0.62462
H 3.36764 1.39977 -0.42144
H -1.04937 -1.99758 -0.67134
H -0.70572 2.00180 0.50201
H -0.28925 0.71558 1.68559
H 0.94483 -1.07246 1.58504
H -1.71545 1.47325 -1.39242
H 0.59088 -2.81880 1.02631
*
```



## three
Density functional theory data (ωB97M-V/def2-TZVPD) for C6H7NS in the gas phase.

As for the highest occupied orbital energy: -8.2 eV. The SMILES is C#C/C=C(/C)NC=S. The calculation puts the lowest unoccupied orbital energy at -0.05 eV. For the gap between HOMO and LUMO, the calculation gives 0.30063 hartree.

The geometry in ORCA input format:
```
! RIJCOSX wB97M-V def2-TZVPD def2/J DEFGRID3
* xyz 0 1
S -2.11920 1.63976 -0.81509
N 0.21835 0.54863 0.00361
C -0.65467 1.57444 -0.12028
C 3.30605 -0.86292 1.61362
C 1.19196 -1.56963 0.23919
C 2.32945 -1.17182 0.95282
C 0.12152 -0.81258 -0.11913
C -1.17878 -1.43059 -0.53698
H 1.13386 0.83893 0.31501
H -0.17346 2.43072 0.25741
H 4.15424 -0.48278 2.16879
H -1.99234 -1.17199 0.15940
H 1.09304 -2.62568 0.11343
H -1.45088 -0.93707 -1.47987
H -1.07896 -2.49013 -0.69357
*
```



## four
Density functional theory data (ωB97M-V/def2-TZVPD) for a molecular structure, C6H7NS.

As for the highest occupied orbital energy: -8.1 eV. The calculation puts the lowest unoccupied orbital energy at -0.55 eV. For the gap between HOMO and LUMO, the calculation gives 0.27804 hartree.

The geometry in ORCA input format:
```
! RIJCOSX wB97M-V def2-TZVPD def2/J DEFGRID3
* xyz 0 1
S -1.07983 -2.98061 0.30694
N -0.16412 -2.15100 -1.01108
C -0.05391 -0.77814 -0.77145
C 1.39120 0.97853 -2.05131
C -0.59612 -0.02387 0.18672
C -0.65532 0.73419 1.22877
C 1.11634 -0.31600 -1.52957
C -0.96119 1.65321 2.37366
H -0.66483 -4.26632 -0.22475
H 0.80764 1.93190 -1.63456
H 1.65170 -1.21515 -2.07791
H -1.36070 2.76493 1.72707
H -1.94932 1.19388 3.06901
H 2.46329 0.79158 -2.65230
H 0.05518 1.68287 3.06076
*
```



Q: Which of them is the most stable? A: three.



## one
Density functional theory data (ωB97M-V/def2-TZVPD) for C4H4N2O2 in the gas phase.

As for the highest occupied orbital energy: -9.1 eV. The SMILES is O=c1nccc(O)[nH]1. The calculation puts the lowest unoccupied orbital energy at 0.20 eV. For the gap between HOMO and LUMO, the calculation gives 0.34158 hartree.

The geometry in ORCA input format:
```
! RIJCOSX wB97M-V def2-TZVPD def2/J DEFGRID3
* xyz 0 1
O 1.94521 -1.19116 -0.08455
O -2.65550 -1.15212 -0.02544
N -0.37962 -1.00912 0.01420
N -1.54665 0.90446 0.01383
C -0.40499 1.54734 -0.00077
C 0.86554 -0.43842 -0.07092
C 0.83528 0.97901 -0.06555
C -1.62120 -0.52353 -0.08057
H 2.45758 -1.05370 0.63273
H 1.71261 1.61311 -0.15293
H -0.62930 -2.11770 -0.11988
H -0.57896 2.44181 -0.06015
*
```



## two
Density functional theory data (ωB97M-V/def2-TZVPD) for C4H4N2O2 in the gas phase.

As for the highest occupied orbital energy: -9.2 eV. The SMILES is O=c1nccc(O)[nH]1. The calculation puts the lowest unoccupied orbital energy at 0.02 eV. For the gap between HOMO and LUMO, the calculation gives 0.33949 hartree.

The geometry in ORCA input format:
```
! RIJCOSX wB97M-V def2-TZVPD def2/J DEFGRID3
* xyz 0 1
O -1.22454 -2.02782 0.53633
O 0.75295 1.90413 1.39233
N -0.21269 -0.06314 0.89633
N 0.76684 1.24606 -0.87146
C -0.25952 -0.88184 -1.31006
C 0.44566 1.07866 0.55817
C 0.44203 0.35321 -1.55987
C -0.52795 -1.05928 0.02717
H -0.52925 -2.80606 0.69248
H -0.85995 -1.50440 -2.02622
H 0.81556 0.29115 -2.38066
H -0.13394 -0.21611 1.81855
*
```



## three
Density functional theory data (ωB97M-V/def2-TZVPD) for C4H4N2O2 in the gas phase.

As for the highest occupied orbital energy: -9.9 eV. The SMILES is O=[N+]([O-])N=C=C1CC1. The calculation puts the lowest unoccupied orbital energy at -0.43 eV. For the gap between HOMO and LUMO, the calculation gives 0.34662 hartree.

The geometry in ORCA input format:
```
! RIJCOSX wB97M-V def2-TZVPD def2/J DEFGRID3
* xyz 0 1
O 4.02264 -0.35191 -0.22987
O 2.45118 -1.62700 -0.43351
N 1.97259 0.49697 -0.15938
N 2.88905 -0.52722 -0.30421
C -1.69792 0.21938 0.97199
C -1.78795 0.28236 -0.54284
C 0.74170 0.36042 -0.03563
C -0.46180 -0.14916 0.02520
H -1.65522 1.14431 1.56179
H -1.83376 1.20166 -0.94924
H -2.37712 -0.33583 -1.29689
H -2.26338 -0.71399 1.39259
*
```



Q: Which of them is the most stable? A: one.



## one
Density functional theory data (ωB97M-V/def2-TZVPD) for a molecular structure, C4H4N2O2.

As for the highest occupied orbital energy (spin up / spin down): -9.9 / -9.9 eV. The calculation puts the lowest unoccupied orbital energy (spin up / spin down) at -0.53 / -0.53 eV. For the gap between HOMO and LUMO (spin up / spin down), the calculation gives 0.34472 / 0.34470 hartree.

The geometry in ORCA input format:
```
! RIJCOSX wB97M-V def2-TZVPD def2/J DEFGRID3
* xyz 0 1
O -1.92567 0.99130 0.60779
O 1.99280 -0.03667 0.82360
N 1.54098 1.15107 0.28859
N -1.93468 -1.43569 -0.39247
C 0.44891 -0.52398 -0.66072
C 1.33053 -1.03718 0.25985
C -0.97723 -0.77137 -0.68070
C 1.01159 0.78952 -0.85654
H -2.53828 -0.06064 0.64260
H 0.70981 1.54082 -1.58339
H -1.06008 1.38801 0.78481
H 1.40133 -1.99520 0.76657
*
```



## two
Density functional theory data (ωB97M-V/def2-TZVPD) for C4H4N2O2 in the gas phase.

As for the highest occupied orbital energy: -10.0 eV. The SMILES is N#CCC(=O)C(N)=O. The calculation puts the lowest unoccupied orbital energy at -0.39 eV. For the gap between HOMO and LUMO, the calculation gives 0.35387 hartree.

The geometry in ORCA input format:
```
! RIJCOSX wB97M-V def2-TZVPD def2/J DEFGRID3
* xyz 0 1
O 0.02214 -1.63500 0.18982
O -0.65110 1.65625 -0.54581
N -2.11974 -0.58557 -0.37934
N 2.93819 -0.54294 -0.91930
C -0.84069 -0.71182 -0.03627
C 1.20016 0.55638 0.65670
C -0.21950 0.73908 0.06090
C 2.12603 -0.09867 -0.19347
H -2.55457 -1.40291 -0.83094
H 1.59251 1.58555 0.94386
H 0.92317 0.03794 1.60439
H -2.41659 0.40171 -0.55055
*
```



Q: Which of them is the most stable? A: two.



## one
Density functional theory data (ωB97M-V/def2-TZVPD) for C4H4N2O2 in the gas phase.

As for the highest occupied orbital energy: -10.0 eV. The SMILES is [H]/N=C1\C=CC(=O)N1O. The calculation puts the lowest unoccupied orbital energy at -0.45 eV. For the gap between HOMO and LUMO, the calculation gives 0.35161 hartree.

The geometry in ORCA input format:
```
! RIJCOSX wB97M-V def2-TZVPD def2/J DEFGRID3
* xyz 0 1
O -2.58823 -0.82232 0.04422
O -0.82131 0.36664 2.03751
N 1.65601 0.79234 1.03736
N -0.51407 0.09238 0.69615
C 0.73760 0.42490 0.30937
C 0.64623 0.04939 -1.14057
C -0.54124 -0.39093 -1.54310
C -1.47797 -0.45185 -0.20213
H -0.42904 -0.28923 2.61718
H 1.53770 -0.14839 -1.73281
H -0.73023 -0.33180 -2.62245
H 2.52455 0.70885 0.49928
*
```



## two
Density functional theory data (ωB97M-V/def2-TZVPD) for C4H4N2O2 in the gas phase.

As for the highest occupied orbital energy: -10.4 eV. The SMILES is O=CC1(O)C=NN=C1. The calculation puts the lowest unoccupied orbital energy at -0.65 eV. For the gap between HOMO and LUMO, the calculation gives 0.35663 hartree.

The geometry in ORCA input format:
```
! RIJCOSX wB97M-V def2-TZVPD def2/J DEFGRID3
* xyz 0 1
O -0.51435 1.64783 0.02619
O -1.50749 -1.61904 -0.38660
N 1.81204 -0.71083 0.68499
N 1.91895 -0.55139 -0.73184
C -1.57980 -0.42230 -0.00345
C 0.57605 -0.41638 1.04238
C -0.27432 0.32005 -0.15044
C 0.80834 0.01826 -1.20836
H -2.52216 0.03313 0.37259
H 0.26247 -0.68081 2.05902
H 0.73590 0.30095 -2.21018
H 0.28435 2.08052 0.50570
*
```



Q: Which of them is the most stable? A: one.



## one
Density functional theory data (ωB97M-V/def2-TZVPD) for 2 unconnected molecules or ions with the total composition C4H4N2O2.

As for the highest occupied orbital energy: -9.5 eV. The SMILES is N#C/C=N/O.C=C=O. The calculation puts the lowest unoccupied orbital energy at -0.04 eV. For the gap between HOMO and LUMO, the calculation gives 0.34833 hartree.

The geometry in ORCA input format:
```
! RIJCOSX wB97M-V def2-TZVPD def2/J DEFGRID3
* xyz 0 1
O -1.22138 -0.56362 2.72555
O 0.69942 1.28295 -0.09745
N -0.83298 -1.15911 1.55030
N 1.19265 -2.62546 -0.78254
C 0.73171 -1.89421 -0.03549
C -0.38120 0.87101 -0.30299
C -1.54260 0.55390 -0.79540
C 0.37958 -1.05957 1.14306
H -0.57599 -0.16163 3.28975
H 1.30936 -0.79685 1.68426
H -2.20580 -0.30477 -0.70153
H -2.19717 1.41609 -1.26906
*
```



## two
Density functional theory data (ωB97M-V/def2-TZVPD) for C4H4N2O2 in the gas phase.

As for the highest occupied orbital energy: -8.8 eV. The SMILES is C#CC(=O)O/C=N/N. The calculation puts the lowest unoccupied orbital energy at -0.50 eV. For the gap between HOMO and LUMO, the calculation gives 0.30336 hartree.

The geometry in ORCA input format:
```
! RIJCOSX wB97M-V def2-TZVPD def2/J DEFGRID3
* xyz 0 1
O -0.41542 -0.23048 -0.54762
O -1.02529 1.93366 0.09623
N 2.87526 -0.04748 0.17262
N 1.76445 -0.67148 -0.02140
C -1.32603 0.70455 -0.04623
C -3.54295 -0.90188 0.13526
C 0.90751 0.27084 -0.54824
C -2.63250 0.03867 0.00771
H 3.78646 -0.87218 0.18384
H 2.81193 0.44332 1.28686
H 0.91536 1.40567 -0.93741
H -4.11878 -2.07322 0.21839
*
```



Q: Which of them is the most stable? A: one.